[1]
The following is a quantum chemistry calculation of a molecular structure, C18H21AlBrNO5P in a non-equilibrium geometry, from the OMol25 dataset.

gap between HOMO and LUMO	3.3	eV
charge	+3
multiplicity	1
strongest force on any atom	0.0687	Eh/bohr
LUMO level	-14.404	eV
energy	-116627.2898	eV

Structure (XYZ):
```
48
Properties=species:S:1:pos:R:3:mulliken_charge:R:1
C 4.44485 -1.77363 1.86351 -1.275
C 4.27333 -1.19713 0.42418 -0.202
C 4.51905 0.35498 0.41356 -0.750
C 3.37408 1.15427 -0.33058 -0.044
C 2.58645 2.13207 0.60323 -1.269
C 1.09523 1.71041 0.86201 -0.666
C 0.33530 1.65004 -0.50567 -0.449
C -1.14355 2.14445 -0.44982 -1.297
C -2.19353 1.10131 -0.07913 0.204
C -2.99821 1.34685 1.00573 -0.776
C -4.04431 0.45475 1.43089 0.588
P -5.12236 0.74760 2.77427 0.665
O -4.41864 1.61575 3.91116 -0.346
Br -5.73654 -1.13400 3.74204 0.158
C -4.27311 -0.77559 0.67662 0.160
C -3.48335 -1.03609 -0.39019 -0.944
C -2.45657 -0.13115 -0.79788 1.465
C -1.65608 -0.49474 -2.05119 0.235
O -1.03962 0.29285 -2.71805 -0.440
C -1.69314 -1.95296 -2.48828 0.355
O -0.74574 -2.42361 -3.33239 -0.350
N -1.38317 -2.83139 -4.62409 0.226
O -0.99910 -3.84759 -4.95196 -0.141
C -2.65850 -2.80170 -2.08845 -0.458
C -3.73426 -2.34844 -1.15526 0.025
O -4.73969 -2.97991 -0.96709 -0.482
H 5.47580 -2.09714 2.05358 0.357
H 3.78990 -2.64049 2.02329 0.327
H 4.20715 -1.01359 2.62488 0.342
H 5.03730 -1.68605 -0.20456 0.273
H 3.27843 -1.42507 0.01143 0.296
H 4.68109 0.75117 1.42287 0.618
H 5.47622 0.52546 -0.14171 0.190
H 3.90064 1.80443 -1.09369 0.143
H 2.73937 0.44562 -0.89514 0.375
H 3.11497 2.20693 1.56034 0.440
H 2.55332 3.11025 0.09664 0.423
H 1.16251 0.67015 1.23118 0.313
H 0.63249 2.38527 1.59135 0.386
H 0.46932 0.64615 -0.92214 0.367
H 0.86175 2.33549 -1.19278 0.417
H -1.42369 2.55734 -1.43142 0.435
H -1.19927 2.94812 0.29990 0.537
H -2.84488 2.26322 1.58377 0.468
H -5.13563 2.05004 4.42860 0.419
H -5.07309 -1.47496 0.94051 0.511
H -2.66602 -3.83301 -2.45200 0.509
Al 4.85348 0.49328 -2.31206 0.660
```


[2]
The following is a quantum chemistry calculation of a single C8H15Cl2N molecule in a non-equilibrium geometry, from the OMol25 dataset.

gap between HOMO and LUMO	9.9	eV
relative energy (zero: lowest compared OMol25 entry of this formula, charge and spin)	0.0	kcal per mole
multiplicity	1
strongest force on any atom	0.1291	Eh/bohr
LUMO level	0.816	eV
energy	-35072.1506	eV

Structure (XYZ):
```
26
Properties=species:S:1:pos:R:3:mulliken_charge:R:1
C 1.76863 1.16593 -0.27661 -0.982
C 0.41337 1.85464 -0.44892 -0.986
C 1.65481 -0.23784 -0.91649 -0.651
C -0.69840 1.26024 0.39765 0.174
C -0.74021 -0.26616 -0.31186 -0.263
C -0.46879 1.05478 1.90041 -1.540
C 0.34967 -2.34872 -0.57593 -1.107
C -1.92083 -1.11303 0.21920 -0.733
N 0.49501 -0.91383 -0.30502 0.137
Cl -1.30692 -0.01839 -2.09820 -0.192
Cl -3.45107 -0.24697 0.57530 -0.185
H 2.46385 1.75631 -0.71789 0.525
H 2.16887 1.07320 0.64856 0.428
H 0.57870 2.95431 -0.15187 0.321
H 0.17355 1.88546 -1.49873 0.349
H 1.49697 -0.19417 -2.13953 0.266
H 2.48686 -0.75032 -0.69650 0.542
H -1.59999 1.74174 0.39542 0.789
H -0.01219 1.86116 2.27183 0.567
H 0.20265 0.21825 2.25994 0.292
H -1.41381 0.97429 2.62485 0.259
H -0.24507 -2.81761 0.05556 0.489
H 0.12140 -2.67040 -1.58338 0.373
H 1.40386 -2.78196 -0.57123 0.313
H -1.54232 -1.55420 1.27346 0.322
H -2.37861 -1.88674 -0.33000 0.492
```


[3]
The following is a quantum chemistry calculation of a molecular structure, C42H42N3O9P2S3SeZr, from the OMol25 dataset.

gap between HOMO and LUMO	6.9	eV
charge	-1
relative energy (zero: lowest compared OMol25 entry of this formula, charge and spin)	17.4	kcal per mole
multiplicity	1
strongest force on any atom	0.0112	Eh/bohr
LUMO level	2.164	eV
energy	-184848.8606	eV

Structure (XYZ):
```
103
Properties=species:S:1:pos:R:3:mulliken_charge:R:1
Zr 0.19333 -0.30593 0.44920 0.782
C 2.21706 -4.10028 -7.39765 -0.988
S 2.05711 -4.50658 -5.64784 -0.001
C 0.44512 -3.75856 -5.30364 -0.393
C 0.40148 -2.23601 -5.40576 -0.832
C 1.30831 -1.52099 -4.40341 -0.738
N 0.72954 -1.20862 -3.09396 0.621
P 0.63423 -2.24860 -1.75328 1.676
C 1.98587 -3.43814 -2.00987 1.407
C 3.28343 -2.93984 -2.07641 -0.437
C 4.36142 -3.79532 -2.22801 -0.774
C 4.15519 -5.16411 -2.31523 -0.791
C 2.86527 -5.67095 -2.25480 -0.580
C 1.78557 -4.81373 -2.10438 -0.938
C -0.86678 -3.27623 -1.87092 1.111
C -1.76776 -3.21534 -2.92679 -0.268
C -2.95588 -3.93109 -2.88026 -1.054
C -3.25570 -4.70862 -1.77311 -0.814
C -2.37040 -4.75790 -0.70466 -0.562
C -1.18792 -4.04067 -0.74909 -1.061
P 0.04197 0.31543 -2.62421 0.372
C -1.33850 0.43238 -3.82176 1.046
C -1.13832 0.74575 -5.16478 -0.696
C -2.19369 0.70441 -6.06391 -0.669
C -3.46174 0.34867 -5.62550 -0.705
C -3.67074 0.05012 -4.28669 -0.696
C -2.61820 0.09929 -3.38449 -0.390
C 1.25245 1.53458 -3.23783 0.529
C 2.61114 1.25503 -3.08885 -0.576
C 3.56837 2.19957 -3.42394 -0.873
C 3.18002 3.44236 -3.90277 -0.656
C 1.83149 3.73523 -4.03891 -0.813
C 0.87130 2.79029 -3.70622 -0.457
H 3.09298 -4.62605 -7.77366 0.373
H 2.36182 -3.03293 -7.56085 0.253
H 1.34410 -4.43741 -7.95769 0.291
H 0.19455 -4.08374 -4.29262 -0.544
H -0.29456 -4.20643 -5.97203 0.723
H -0.63148 -1.90516 -5.28346 0.044
H 0.67753 -1.92411 -6.41763 0.537
H 1.65864 -0.58070 -4.83193 0.506
H 2.19906 -2.13435 -4.25153 0.547
H 3.45941 -1.87546 -1.99742 -0.113
H 5.36316 -3.38722 -2.26352 0.475
H 4.99734 -5.83442 -2.43336 0.368
H 2.69352 -6.73723 -2.33135 0.423
H 0.78379 -5.22248 -2.06035 0.205
H -1.56726 -2.57013 -3.77164 0.468
H -3.65522 -3.85870 -3.70433 0.434
H -4.19004 -5.25363 -1.72764 0.359
H -2.61764 -5.32704 0.18199 0.403
H -0.52839 -4.03777 0.11167 0.475
H -0.15058 1.02089 -5.51541 0.388
H -2.02408 0.94976 -7.10542 0.427
H -4.28839 0.31585 -6.32500 0.381
H -4.66072 -0.21216 -3.93449 0.519
H -2.77836 -0.11630 -2.33553 0.258
H 2.91888 0.29633 -2.69324 0.382
H 4.61820 1.96476 -3.29874 0.467
H 3.92659 4.18424 -4.15871 0.380
H 1.51895 4.70908 -4.39499 0.440
H -0.17800 3.03942 -3.78486 0.417
C 4.97792 3.42424 4.74567 -1.588
C 4.53210 2.41087 3.73025 1.242
C 3.66018 2.76426 2.70535 -0.960
C 3.19248 1.82185 1.80378 -0.148
C 3.61740 0.50970 1.92359 -0.450
C 4.51625 0.13980 2.91278 -0.487
C 4.96179 1.08956 3.81566 -0.916
S 3.05457 -0.72854 0.77837 1.546
O 2.25696 0.02470 -0.25276 -0.242
O 4.25333 -1.33588 0.26259 -0.783
N 1.95265 -1.68686 1.35486 -0.348
C 1.76381 -1.76680 2.79397 -0.954
C 1.21654 -0.43415 3.32349 0.689
O 1.27171 -0.12476 4.49506 -0.766
O 0.76982 0.33532 2.37044 0.317
H 4.79167 4.43997 4.39802 0.356
H 6.04201 3.32529 4.96456 0.388
H 4.43411 3.28739 5.68264 0.308
H 3.32564 3.79143 2.61826 0.334
H 2.48564 2.09131 1.02926 0.436
H 4.86764 -0.88230 2.97450 0.497
H 5.64872 0.79854 4.60151 0.360
H 2.66223 -2.03959 3.35184 0.408
H 1.00505 -2.52785 2.97494 0.282
O 0.12248 1.81174 0.20500 -0.390
N -0.77406 2.64622 0.76562 0.363
C -0.56925 2.97751 2.06059 -0.217
C -1.42964 3.80758 2.71592 -1.076
C -2.54006 4.29920 2.01181 -0.235
C -2.71741 3.96207 0.70280 -0.845
C -1.81058 3.11818 0.00891 0.602
S -1.98217 2.73238 -1.61822 -0.356
H 0.28037 2.48814 2.50959 0.437
H -1.25524 4.03647 3.75615 0.445
H -3.25870 4.94219 2.50444 0.355
H -3.55875 4.32476 0.13150 0.439
O -3.66986 -1.97724 1.17282 -0.803
Se -2.34269 -1.10327 1.14553 1.014
O -1.77141 -0.68555 -0.39254 -0.136
O -0.89171 -1.88752 1.54928 -0.654
O -2.22709 0.30449 1.93134 -0.533
```


[4]
The following is a quantum chemistry calculation of a molecular structure, C8H8N2O5PtS in a non-equilibrium geometry, from the OMol25 dataset.

gap between HOMO and LUMO (spin up / spin down)	8.5 / 6.3	eV
charge	+2
multiplicity	3
<S²>	2.010
strongest force on any atom	0.1239	Eh/bohr
LUMO level (spin up / spin down)	-7.604 / -11.683	eV
energy	-35705.6234	eV

Structure (XYZ):
```
25
Properties=species:S:1:pos:R:3:mulliken_charge:R:1
O -1.21244 -3.29914 -4.99856 -0.158
C -1.98247 -2.52791 -4.64480 0.158
Pt -2.29774 0.21275 -0.47468 0.914
O -4.79258 0.72592 -2.22411 -0.216
C -3.83649 0.46144 -1.63319 0.367
C -2.15641 1.21975 1.27711 0.291
O -2.04375 1.81298 2.27009 -0.262
C -1.11422 1.17900 -1.69122 0.159
O -0.33445 1.70822 -2.38496 -0.273
C -2.85384 -1.61115 -0.01781 0.201
O -3.23227 -2.69444 0.17534 -0.258
C 1.93411 -0.20475 2.61317 -0.997
N 0.87162 -0.49898 1.66408 -0.061
C 1.11285 -0.53340 0.34650 0.350
S 0.03542 -1.33609 -0.71361 0.057
N 2.23146 0.08642 -0.10638 -0.154
C 2.55295 1.46168 0.21611 -0.931
H 2.90830 -0.36860 2.15639 0.369
H 1.81533 -0.85344 3.48089 0.368
H 1.86494 0.84033 2.93621 0.335
H 0.14026 -1.13690 1.96260 0.330
H 2.43488 -0.17765 -1.07404 0.359
H 3.59890 1.55856 0.53235 0.348
H 2.42349 2.08604 -0.67435 0.341
H 1.93216 1.88934 1.00685 0.363
```


[5]
The following is a quantum chemistry calculation of a single C3H4N2OS molecule in a non-equilibrium geometry, from the OMol25 dataset.

gap between HOMO and LUMO	9.2	eV
relative energy (zero: lowest compared OMol25 entry of this formula, charge and spin)	85.5	kcal per mole
multiplicity	1
strongest force on any atom	0.0769	Eh/bohr
LUMO level	-0.292	eV
energy	-19035.3412	eV

Structure (XYZ):
```
11
Properties=species:S:1:pos:R:3:mulliken_charge:R:1
C 0.40328 0.15460 0.39238 0.244
C -0.83409 1.02710 0.45406 -0.464
C 0.00959 -1.01953 -0.61780 -0.331
N -1.57482 0.55166 -0.72879 -0.140
N -1.14252 -0.45323 -1.23754 -0.270
O 2.94140 -0.52348 0.38456 -0.511
S 1.95200 0.45736 0.84534 0.275
H -1.53831 0.88763 1.24698 0.236
H -0.58090 2.01765 0.59266 0.359
H 0.65973 -1.19178 -1.44270 0.335
H -0.29537 -1.90798 0.11086 0.266
```


[6]
The following is a quantum chemistry calculation of 2 unconnected molecules or ions with the total composition C5H13NO in a non-equilibrium geometry, from the OMol25 dataset.

gap between HOMO and LUMO	10.5	eV
relative energy (zero: lowest compared OMol25 entry of this formula, charge and spin)	44.3	kcal per mole
multiplicity	1
strongest force on any atom	0.0945	Eh/bohr
LUMO level	0.836	eV
energy	-8932.0879	eV

Structure (XYZ):
```
20
Properties=species:S:1:pos:R:3:mulliken_charge:R:1
C 0.50555 -1.01906 1.46113 -0.178
C -0.94461 -0.94375 1.66383 -0.899
C 1.10901 0.38377 1.86659 0.471
O 1.77251 1.06695 1.16394 -0.573
N 1.16323 0.80435 3.20981 -0.428
H 0.91062 -1.86894 2.08888 0.266
H 0.96014 -1.25900 0.38852 0.154
H -1.14995 -0.77582 2.73912 0.270
H -1.52962 -1.89588 1.29768 0.280
H 1.49986 1.78261 3.36537 0.247
H 0.61845 0.26651 3.82484 0.188
H -1.51149 -0.05353 1.03477 0.187
C -1.13090 0.72465 -2.86414 -0.618
C 0.32271 0.23473 -3.24096 -0.651
H -1.28836 0.64079 -1.67728 -0.001
H -1.36866 1.72431 -3.03287 0.317
H -1.86386 0.20841 -3.45026 0.288
H 0.28595 -0.45849 -4.19827 0.265
H 0.56600 -0.54402 -2.46521 0.117
H 1.07343 0.98142 -3.17549 0.297
```